ORCA calculation (ωB97M-V with the def2-TZVPD basis set) on a cluster of 2 separate species, ClHNO in total in a non-equilibrium geometry.

Each atom is followed by the atoms it is bonded to, with distances in Å.
CARTESIAN COORDINATES (ANGSTROEM)
1 N 0.115 -0.114 0.876  Cl3 1.730, H4 1.034
2 O 1.978 0.328 0.890  no bonds
3 Cl -0.522 1.354 1.532  N1 1.730
4 H -0.177 -0.271 -0.104  N1 1.034

LUMO (spin up / spin down) = 4.35 / 4.35 eV
Spin multiplicity = 1
HOMO energy (spin up / spin down) = -3.079 / -3.078 eV
Frontier orbital gap (spin up / spin down) = 7.4 / 7.4 eV
Energy = -16071.95382 eV
Energy above the lowest of the compared OMol25 structures with the same formula, charge and spin = 86.5 kcal/mol
Net charge = -1